Computed, not measured: a 19-piece molecular cluster, C43H132N30O19 overall in a non-equilibrium geometry, with ωB97M-V/def2-TZVPD.

As for the HOMO-LUMO gap: 9.5527 eV. For the calculated total energy, the calculation gives -130345.724 eV. The value obtained for the HOMO energy is -9.1 eV. The largest force on an atom is 4.18 eV/Å. The spin multiplicity is 1. The energy relative to the best compared isomer or geometry (same formula, charge and spin) comes out at 5.6 kcal per mole.

Geometry as XYZ:
```
224
Properties=species:S:1:pos:R:3:forces:R:3:lowdin_charge:R:1
C 4.225 -6.748 3.147 -0.2 0.6 -2.4 -0.07
C 2.991 -6.669 3.988 0.6 -1.7 0.3 -0.45
C 2.154 -7.881 3.591 -0.7 -1.5 -0.8 -0.17
O 1.876 -7.978 2.148 1.1 0.8 1.4 -0.23
C 1.253 -9.178 1.797 -0.2 0.0 -0.6 -0.13
N 3.273 -6.736 5.427 -1.0 -0.5 -0.6 0.08
H 4.916 -5.917 3.206 0.4 0.0 1.0 0.06
H 3.902 -6.588 2.072 0.3 -0.9 0.9 0.09
H 4.688 -7.739 3.289 0.2 0.5 -0.3 0.10
H 2.432 -5.798 3.770 -0.4 1.1 -0.1 0.08
H 1.203 -7.972 4.135 0.0 0.4 0.0 0.12
H 2.701 -8.798 3.876 0.1 0.2 0.0 0.12
H 1.119 -9.166 0.691 -0.1 0.0 0.8 0.10
H 0.295 -9.195 2.311 -0.5 -0.4 -0.1 0.08
H 1.815 -10.089 2.059 0.1 0.3 0.1 0.09
H 3.140 -5.836 5.809 0.0 0.9 0.7 0.04
H 4.170 -7.098 5.695 0.3 0.0 -0.3 0.07
C -3.310 0.432 -6.110 0.8 0.4 -0.3 -0.06
C -3.252 -0.467 -4.905 1.2 1.2 0.6 -0.42
C -1.896 -1.143 -4.821 2.2 1.6 2.2 -0.19
O -1.799 -1.877 -3.574 0.1 -0.6 -1.1 -0.23
C -2.226 -3.218 -3.769 -0.5 0.2 -0.6 -0.12
N -3.572 0.326 -3.691 0.4 1.1 -0.9 0.08
H -4.222 0.946 -6.086 -1.6 0.6 -0.2 0.05
H -3.164 -0.002 -7.093 -0.2 -0.6 0.0 0.08
H -2.583 1.242 -6.089 0.5 0.0 0.4 0.08
H -4.035 -1.182 -4.935 -0.7 -1.0 -0.3 0.12
H -0.983 -0.384 -4.682 -2.3 -1.2 -0.7 0.14
H -1.696 -1.780 -5.662 0.1 -0.5 -0.5 0.11
H -1.593 -3.817 -4.452 0.3 0.4 0.4 0.09
H -3.212 -3.236 -4.267 0.0 -0.1 0.5 0.09
H -2.269 -3.658 -2.789 -0.1 -0.5 0.3 0.07
H -2.900 1.090 -3.575 -0.1 0.1 -0.6 0.06
H -3.318 -0.197 -2.891 -0.1 -1.3 1.1 0.04
C -5.924 -1.500 -0.901 2.0 0.3 -2.3 -0.03
C -5.520 -0.058 -0.888 0.1 2.5 0.7 -0.41
C -6.690 0.856 -0.359 1.3 0.4 1.4 -0.22
O -7.472 1.251 -1.417 -0.9 0.2 -0.8 -0.25
C -8.509 2.143 -1.061 -0.8 -1.2 -0.6 -0.09
N -4.248 0.139 -0.176 -0.2 -1.0 1.6 0.05
H -5.289 -2.059 -1.620 -0.2 0.3 0.4 0.09
H -6.892 -1.566 -1.289 -1.7 -0.4 -0.2 0.05
H -5.764 -1.950 0.033 -0.2 -0.6 1.5 0.06
H -5.308 0.431 -1.851 -0.3 -0.9 -0.3 0.08
H -6.366 1.802 0.126 0.8 -0.4 -0.1 0.11
H -7.279 0.404 0.438 -0.3 -0.7 0.1 0.13
H -8.983 2.333 -2.041 0.1 0.8 0.7 0.10
H -8.160 2.983 -0.473 0.3 0.6 -0.4 0.09
H -9.278 1.671 -0.420 0.3 -0.2 -0.2 0.10
H -3.917 1.101 -0.216 -0.3 -0.1 0.2 0.04
H -4.362 -0.161 0.829 0.3 0.6 -1.2 0.09
C 5.168 1.061 -5.225 0.2 1.0 -1.3 -0.05
C 5.410 2.294 -6.131 -0.3 0.4 -0.6 -0.40
C 5.228 3.577 -5.282 -0.1 -1.2 -0.5 -0.20
O 3.933 3.503 -4.687 0.2 0.8 0.6 -0.23
C 3.694 4.735 -4.015 0.0 1.1 0.5 -0.11
N 6.702 2.361 -6.812 0.3 -0.1 0.0 0.01
H 5.319 0.118 -5.667 0.7 -1.1 -1.3 0.06
H 4.157 0.947 -4.930 -1.0 0.5 0.9 0.04
H 5.867 1.095 -4.428 0.4 0.1 1.1 0.06
H 4.683 2.389 -6.959 0.0 -0.4 0.5 0.14
H 6.032 3.623 -4.535 -0.2 0.0 0.3 0.13
H 5.283 4.494 -5.859 0.2 0.0 -0.5 0.12
H 3.113 4.608 -3.082 0.1 -0.2 -0.6 0.07
H 3.238 5.542 -4.642 0.0 -0.9 0.1 0.10
H 4.653 5.173 -3.705 -0.1 -0.2 0.2 0.09
H 7.482 2.203 -6.159 -0.4 -0.2 -0.9 0.08
H 6.743 1.856 -7.722 0.2 0.4 1.6 0.09
C 1.023 -5.192 0.713 -1.3 -0.6 -0.6 -0.05
C 0.612 -4.423 -0.577 1.7 0.9 -0.2 -0.39
C 0.611 -5.329 -1.856 -1.5 1.0 1.5 -0.22
O 1.872 -5.509 -2.405 0.6 -0.1 0.4 -0.21
C 1.844 -6.472 -3.410 1.3 -0.9 -0.8 -0.11
N -0.717 -3.800 -0.501 0.7 -1.3 -2.0 0.07
H 1.929 -5.788 0.553 -0.4 -0.1 -0.2 0.07
H 0.155 -5.847 0.989 0.9 0.1 -0.2 0.09
H 1.236 -4.601 1.605 -0.1 0.6 -0.3 0.05
H 1.414 -3.633 -0.725 -0.9 -0.8 0.1 0.11
H -0.058 -4.898 -2.618 0.0 0.1 0.2 0.11
H 0.130 -6.248 -1.521 0.2 -0.6 -0.2 0.13
H 2.883 -6.786 -3.638 -0.5 0.5 0.0 0.10
H 1.355 -6.131 -4.318 -0.1 0.3 -0.3 0.09
H 1.343 -7.389 -3.130 -0.4 -0.2 0.5 0.08
H -0.888 -3.412 0.371 -0.3 1.0 1.9 0.03
H -0.766 -3.076 -1.215 -0.2 0.0 0.3 0.06
C 2.744 6.389 -0.326 2.0 1.0 0.9 -0.06
C 1.266 6.470 -0.448 0.5 -0.2 0.4 -0.49
C 0.516 5.791 0.653 -1.9 -1.1 -0.2 -0.19
O 0.417 4.366 0.576 1.0 -0.9 -0.4 -0.24
C 1.485 3.584 1.129 -0.5 1.2 2.4 -0.10
N 0.746 7.781 -0.674 0.2 1.9 0.2 0.06
H 3.337 7.101 0.361 -1.5 -1.0 -0.4 0.12
H 3.162 6.624 -1.276 0.4 0.2 -1.1 0.06
H 3.066 5.377 -0.146 0.2 -0.4 0.3 0.04
H 1.050 5.857 -1.283 -0.4 -0.7 -1.3 0.12
H -0.563 5.966 0.444 0.6 1.0 0.7 0.11
H 0.885 6.105 1.617 -0.2 0.2 0.7 0.12
H 1.676 4.045 2.164 0.3 -0.7 -1.3 0.11
H 2.400 3.528 0.558 0.1 0.3 -0.4 0.04
H 1.145 2.569 1.359 -0.3 0.1 -0.4 0.07
H 0.290 7.848 -1.564 -0.1 0.2 -0.2 0.07
H 1.407 8.577 -0.565 -0.6 -1.2 -0.1 0.10
C -3.896 -2.819 4.884 0.7 -1.1 0.4 -0.06
C -3.009 -2.130 3.839 -1.2 -1.2 -1.7 -0.45
C -3.231 -0.627 3.769 0.8 0.8 -1.5 -0.21
O -4.537 -0.204 3.358 0.9 -1.0 -0.6 -0.19
C -4.612 1.188 3.506 1.5 0.4 0.4 -0.11
N -1.590 -2.319 4.060 1.1 -0.4 0.3 0.03
H -4.950 -2.877 4.513 0.9 0.2 0.7 0.09
H -3.779 -2.349 5.887 -0.5 0.1 -0.7 0.08
H -3.503 -3.871 5.080 -0.6 1.0 -0.6 0.09
H -3.242 -2.629 2.817 -0.2 1.0 1.3 0.16
H -2.400 -0.199 3.091 -1.5 -0.6 0.6 0.11
H -3.052 -0.140 4.708 0.2 -0.1 1.0 0.09
H -4.650 1.392 4.575 0.3 0.4 0.3 0.09
H -5.546 1.520 3.138 -0.9 0.4 -0.9 0.07
H -3.712 1.720 3.032 -1.4 -0.6 0.5 0.09
H -1.091 -1.985 3.224 -0.1 0.0 0.5 0.05
H -1.340 -3.318 4.146 -0.5 0.7 0.0 0.08
C -4.353 3.326 -1.478 -0.2 0.9 -1.7 -0.04
C -2.908 3.838 -1.864 -1.4 -1.1 0.5 -0.41
C -2.562 5.299 -1.697 -0.5 0.9 0.8 -0.19
O -3.227 6.162 -2.608 0.1 -0.5 0.6 -0.17
C -2.911 5.853 -3.931 -0.1 2.8 -1.0 -0.13
N -1.983 3.041 -1.055 -0.7 0.3 0.2 0.07
H -4.531 3.442 -0.407 0.2 -0.4 0.0 0.07
H -4.360 2.248 -1.861 -0.4 1.5 0.8 0.06
H -5.198 3.918 -1.995 1.3 -1.0 0.5 0.11
H -2.832 3.604 -2.917 0.4 -0.2 -0.4 0.10
H -1.455 5.444 -1.823 -0.7 -0.2 0.3 0.13
H -2.905 5.655 -0.688 0.6 -0.3 -0.7 0.15
H -1.834 5.948 -4.147 -0.1 -0.2 0.1 0.10
H -3.442 6.626 -4.547 0.6 -0.6 0.4 0.11
H -3.293 4.932 -4.245 -0.4 -1.6 -0.5 0.05
H -1.143 3.561 -0.989 1.2 0.5 0.3 0.02
H -1.717 2.202 -1.530 -0.1 -0.6 -0.3 0.03
C -8.123 -0.983 -3.959 0.3 -0.2 -0.2 -0.70
O -8.094 -1.917 -4.733 0.0 -0.5 -0.2 0.02
N -7.199 0.030 -4.017 0.9 -0.7 -2.2 0.17
N -9.073 -0.822 -2.993 0.7 1.1 0.1 0.15
H -6.921 0.650 -3.309 -0.2 0.6 1.3 0.04
H -6.452 -0.139 -4.695 -0.6 0.0 0.4 0.10
H -9.846 -1.467 -3.001 -0.1 0.5 -0.1 0.11
H -9.107 0.180 -2.786 -1.0 -1.0 0.6 0.08
C 0.663 1.607 -2.976 1.8 1.4 0.3 -0.60
O -0.270 0.814 -2.947 -0.3 -0.3 -0.8 -0.02
N 1.524 1.832 -4.018 -1.5 -0.7 -0.6 0.20
N 0.953 2.411 -1.887 0.2 -0.2 -1.7 0.21
H 2.242 2.520 -3.968 0.4 0.3 0.1 0.05
H 1.327 1.501 -4.961 0.0 -0.1 0.8 0.12
H 1.879 2.799 -1.841 0.3 0.2 0.3 0.07
H 0.561 2.102 -1.044 -0.4 -0.3 1.3 0.05
C 5.802 4.109 3.883 -0.8 1.4 0.3 -0.65
O 6.361 4.943 4.556 1.0 0.3 0.5 0.02
N 5.612 2.830 4.366 0.8 1.5 0.0 0.17
N 5.156 4.531 2.699 -0.1 -2.4 0.8 0.15
H 5.091 2.157 3.904 -1.0 -1.4 -1.1 0.04
H 6.156 2.565 5.172 -0.1 0.2 -0.2 0.11
H 5.038 3.746 2.093 -0.4 -0.2 -0.8 0.06
H 5.486 5.341 2.216 0.5 0.3 0.3 0.09
C 2.341 -3.207 5.067 2.3 -0.8 0.5 -0.63
O 3.176 -3.513 4.166 -1.4 0.8 0.9 -0.06
N 1.155 -3.808 5.203 -1.3 0.5 0.4 0.19
N 2.656 -2.488 6.168 -0.9 1.0 0.6 0.18
H 0.424 -3.441 5.828 0.7 -0.3 -0.5 0.12
H 0.918 -4.435 4.488 -0.6 -0.7 -0.9 0.08
H 3.495 -1.949 6.234 0.3 0.1 -0.4 0.11
H 1.873 -2.147 6.758 0.7 -0.3 -0.4 0.08
C 2.658 -1.899 -2.994 -0.9 0.7 -0.1 -0.65
O 2.874 -0.677 -3.027 0.0 -0.8 -0.3 -0.01
N 3.104 -2.707 -2.026 0.3 -0.6 -0.1 0.18
N 1.808 -2.553 -3.877 0.0 2.5 -0.8 0.17
H 2.872 -3.674 -2.121 0.2 -0.5 0.1 0.07
H 3.862 -2.460 -1.416 0.2 0.4 0.4 0.06
H 1.621 -3.519 -3.694 -0.5 -0.2 -0.3 0.06
H 1.240 -1.900 -4.483 0.8 -1.7 1.2 0.13
C 0.007 -0.323 7.244 -1.8 2.3 -1.2 -0.64
O 0.226 -1.433 7.645 1.5 -1.5 1.0 0.02
N 0.614 0.879 7.688 -0.2 -1.5 0.0 0.15
N -0.982 -0.158 6.302 0.3 -0.9 0.4 0.17
H 0.940 0.871 8.642 0.1 -0.3 -0.1 0.09
H 0.131 1.727 7.475 -0.3 0.3 -0.3 0.08
H -1.147 0.690 5.844 0.0 1.6 -0.5 0.03
H -1.251 -0.954 5.717 0.4 -0.1 0.5 0.06
C 4.347 2.049 -0.932 0.3 1.7 -1.3 -0.60
O 3.963 3.248 -1.036 0.4 -1.7 -0.4 -0.05
N 4.311 1.413 0.229 -0.7 -1.7 1.8 0.19
N 4.997 1.364 -1.996 -0.7 2.3 0.9 0.18
H 3.712 1.689 1.042 0.8 0.0 -1.3 0.09
H 4.491 0.406 0.180 0.1 0.2 0.2 0.07
H 4.788 1.840 -2.856 0.0 0.4 -0.2 0.04
H 4.790 0.412 -2.152 -0.5 -1.4 0.4 0.05
C 4.257 -2.216 1.216 -0.5 2.7 -1.6 -0.59
O 4.621 -1.725 0.101 -0.2 -0.6 1.9 -0.06
N 4.283 -3.557 1.416 -0.4 0.0 0.6 0.19
N 3.714 -1.415 2.203 0.4 -2.9 0.0 0.18
H 5.085 -4.006 1.080 1.1 -0.5 -1.1 0.09
H 4.029 -3.957 2.296 -0.5 0.3 0.7 0.05
H 3.494 -2.000 3.045 -0.1 1.3 -0.6 0.08
H 3.374 -0.469 2.053 0.4 -0.2 0.3 0.04
C -1.314 2.946 3.241 -0.6 -0.3 -1.2 -0.63
O -1.064 2.475 4.354 0.3 -0.6 0.4 -0.05
N -1.480 2.149 2.128 0.3 0.7 2.0 0.20
N -1.500 4.300 3.135 1.0 -1.4 2.7 0.19
H -1.626 2.529 1.231 -0.2 0.6 -1.3 0.05
H -1.321 1.152 2.197 0.1 0.1 0.1 0.05
H -1.780 4.746 2.318 -0.2 0.9 -1.3 0.07
H -1.229 4.762 4.029 -0.7 -0.2 -1.6 0.14
C 2.090 1.329 3.770 -4.1 0.2 1.0 -0.65
O 3.013 1.226 3.011 3.0 0.1 -1.2 -0.01
N 1.146 0.318 3.849 -0.7 1.2 1.0 0.19
N 1.797 2.459 4.490 0.1 -1.3 -0.2 0.19
H 1.272 -0.415 3.183 -0.3 -0.2 -0.4 0.05
H 0.161 0.610 4.043 1.4 -0.5 -0.2 0.07
H 2.521 3.124 4.512 0.6 1.0 0.0 0.08
H 0.878 2.647 4.878 0.3 -0.3 -0.2 0.07
C -0.189 -0.410 0.471 1.0 -2.1 0.9 -0.60
O -0.532 -0.791 1.651 0.4 1.3 -2.3 -0.09
N -1.062 0.010 -0.464 -0.2 -0.5 0.5 0.19
N 1.144 -0.532 0.097 -0.2 0.1 -0.4 0.20
H -1.995 -0.325 -0.238 -0.3 0.5 -0.3 0.08
H -0.818 0.106 -1.471 0.1 -0.1 0.8 0.06
H 1.468 -0.678 -0.877 -0.7 0.5 0.7 0.10
H 1.701 -1.057 0.753 0.0 0.0 0.1 0.06
```
Forces are in eV/Å.